Below is a molecular structure, AgBrCl2 in a non-equilibrium geometry, with properties calculated with ωB97M-V/def2-TZVPD.

Structure (ORCA input):
```
! RIJCOSX wB97M-V def2-TZVPD def2/J DEFGRID3
* xyz -1 2
Ag 0.12 -0.38 -0.38
Cl 2.02 0.89 -1.60
Cl -1.56 -2.15 0.58
Br -0.58 1.64 1.40
*
```

- HOMO-LUMO gap (spin up / spin down): 9.6 / 5.7 eV
- HOMO level (spin up / spin down): -0.228 / -0.220 hartree
- Maximum force: 0.029 Eh/bohr
- Lowest unoccupied orbital energy (spin up / spin down): 3.386 / -0.298 eV
- ⟨S²⟩: 0.76
- Electronic energy: -99089.8922 eV
- Energy above the lowest of the compared OMol25 structures with the same formula, charge and spin: 0.0 kcal per mole